Computed, not measured: 12 unconnected molecules or ions with the total composition C48H86Cl22O3, with ωB97M-V/def2-TZVPD.

Geometry (Å):
C 0.231 -0.029 6.231
C 0.227 1.475 6.564
C -0.915 2.218 5.899
C -0.945 3.734 6.199
C 0.422 4.405 6.210
C 1.145 4.393 4.858
C 0.310 4.930 3.697
C 1.099 4.757 2.380
C 0.739 3.449 1.636
C 1.988 2.631 1.267
C 1.845 1.851 -0.047
C 2.869 0.690 -0.147
C 2.248 -0.637 -0.630
C 2.564 -1.907 0.184
C 3.761 -1.979 1.132
C 3.518 -3.349 1.751
O 4.248 -3.960 2.455
O 2.303 -3.806 1.407
C 1.468 -2.686 0.914
C 0.484 -3.375 -0.051
C -0.972 -3.419 0.337
C -1.441 -3.743 1.611
C -2.803 -3.738 1.924
C -3.737 -3.404 0.943
C -3.286 -3.117 -0.343
C -1.926 -3.125 -0.646
O 0.977 -2.183 2.116
C 0.635 -0.805 2.159
C -0.612 -0.425 1.372
H 0.918 -0.207 5.404
H -0.753 -0.404 5.959
H 0.616 -0.615 7.061
H 1.191 1.870 6.260
H 0.135 1.569 7.646
H -0.962 2.051 4.820
H -1.851 1.826 6.302
H -1.380 3.850 7.193
H -1.611 4.238 5.504
H 0.296 5.441 6.531
H 1.079 3.951 6.951
H 2.030 5.027 4.942
H 1.516 3.390 4.630
H -0.634 4.395 3.632
H 0.129 5.985 3.885
H 2.150 4.734 2.661
H 0.921 5.616 1.734
H 0.111 3.661 0.774
H 0.160 2.870 2.357
H 2.837 3.310 1.165
H 2.213 1.965 2.100
H 1.981 2.539 -0.879
H 0.826 1.468 -0.070
H 3.684 1.012 -0.792
H 3.296 0.605 0.850
H 1.182 -0.493 -0.784
H 2.646 -0.814 -1.629
H 2.847 -2.630 -0.584
H 3.802 -1.217 1.903
H 4.656 -1.998 0.519
H 0.573 -2.941 -1.044
H 0.815 -4.401 -0.161
H -0.744 -3.978 2.404
H -3.107 -3.969 2.933
H -4.790 -3.373 1.195
H -3.981 -2.873 -1.135
H -1.593 -2.900 -1.650
H 1.486 -0.160 1.939
H 0.396 -0.606 3.202
H -0.784 0.648 1.396
H -0.622 -0.807 0.356
H -1.460 -0.893 1.872
Cl 2.995 -8.812 -0.658
C 3.667 -7.421 0.239
C 2.793 -6.201 0.131
Cl 2.784 -5.529 -1.522
H 4.666 -7.229 -0.143
H 3.746 -7.723 1.282
H 3.168 -5.418 0.792
H 1.765 -6.423 0.409
Cl -1.252 8.486 4.944
C -0.100 9.114 3.739
C -0.787 9.618 2.499
Cl -1.521 8.300 1.552
H 0.605 8.318 3.506
H 0.442 9.927 4.218
H -0.062 10.107 1.850
H -1.570 10.333 2.740
Cl -2.619 -0.769 -3.502
C -4.310 -0.766 -4.080
C -5.162 0.227 -3.336
Cl -5.419 -0.248 -1.637
H -4.699 -1.777 -3.980
H -4.287 -0.501 -5.136
H -6.144 0.288 -3.803
H -4.714 1.218 -3.343
Cl 3.370 -1.386 -3.647
C 3.343 -0.495 -5.192
C 3.949 0.879 -5.083
Cl 2.952 1.971 -4.084
H 2.313 -0.453 -5.521
H 3.908 -1.090 -5.906
H 4.020 1.325 -6.073
H 4.945 0.844 -4.648
Cl -5.475 0.754 -6.870
C -4.203 0.281 -8.030
C -4.769 -0.062 -9.383
Cl -5.727 -1.563 -9.348
H -3.657 -0.558 -7.604
H -3.524 1.127 -8.117
H -3.955 -0.218 -10.088
H -5.406 0.735 -9.759
Cl -0.602 10.516 -1.506
C -2.198 10.423 -2.293
C -3.154 11.464 -1.770
Cl -3.637 11.153 -0.084
H -2.585 9.418 -2.146
H -2.035 10.580 -3.358
H -4.065 11.456 -2.367
H -2.719 12.459 -1.817
Cl 1.637 -2.823 -6.507
C 2.840 -4.117 -6.772
C 2.335 -5.449 -6.291
Cl 2.206 -5.456 -4.514
H 3.751 -3.843 -6.242
H 3.052 -4.142 -7.840
H 3.034 -6.238 -6.568
H 1.360 -5.691 -6.710
Cl 1.257 10.333 7.492
C 1.705 12.058 7.501
C 0.706 12.914 6.766
Cl 0.721 12.617 5.006
H 2.699 12.148 7.070
H 1.750 12.367 8.543
H 0.950 13.965 6.909
H -0.305 12.740 7.124
Cl 6.051 -9.686 -6.037
C 4.596 -9.893 -7.043
C 4.671 -9.091 -8.317
Cl 4.586 -7.335 -8.006
H 3.732 -9.613 -6.445
H 4.523 -10.952 -7.285
H 3.828 -9.340 -8.959
H 5.591 -9.289 -8.860
Cl -6.222 -7.609 2.792
C -5.678 -6.725 4.241
C -6.436 -5.438 4.440
Cl -6.049 -4.236 3.183
H -4.611 -6.546 4.141
H -5.843 -7.381 5.094
H -6.164 -4.997 5.397
H -7.510 -5.603 4.428
Cl -3.233 -8.458 -3.139
C -1.941 -9.116 -2.099
C -0.632 -8.397 -2.290
Cl 0.083 -8.708 -3.893
H -1.847 -10.177 -2.316
H -2.274 -8.999 -1.069
H 0.089 -8.742 -1.551
H -0.748 -7.321 -2.182

Cartesian forces (eV/Å) of the 3 atoms listed first:
C 0.4 0.3 -0.1
C -0.2 -0.8 -0.1
C -0.4 0.7 0.1

Properties
- SMILES string = CCCCCCCCCCCCC[C@H]1CC(=O)O[C@@]1(Cc1ccccc1)OCC.ClCCCl.ClCCCl.ClCCCl.ClCCCl.ClCCCl.ClCCCl.ClCCCl.ClCCCl.ClCCCl.ClCCCl.ClCCCl
- gap between HOMO and LUMO (eV) = 8.973
- highest occupied orbital energy (eV) = -8.66